(1)
Density functional theory data (the ωB97M-V functional and the def2-TZVPD basis) for a molecular structure, C13H26NO2Rb at a distorted geometry.

CARTESIAN COORDINATES (ANGSTROEM)
Rb  -1.183  -0.207  1.551
C  3.161  0.357  1.095
C  1.611  0.584  0.951
C  1.386  1.408  -0.323
C  1.482  0.727  -1.674
C  0.636  -0.526  -1.702
C  0.883  -1.419  -0.470
N  0.771  -0.636  0.846
O  0.761  -1.380  2.049
C  2.207  -2.188  -0.677
C  -0.274  -2.408  -0.639
C  1.194  1.575  2.089
H  3.460  -0.400  0.370
H  3.512  -0.018  2.057
H  3.707  1.300  1.049
H  2.104  2.229  -0.328
H  0.449  1.964  -0.326
H  2.507  0.560  -2.006
H  1.085  1.486  -2.348
H  0.766  -1.040  -2.655
H  -0.376  -0.127  -1.758
H  2.624  -2.662  0.212
H  2.873  -1.463  -1.146
H  2.052  -2.827  -1.547
H  -0.422  -3.083  0.203
H  -0.243  -3.058  -1.513
H  -1.227  -1.885  -0.555
H  0.123  1.601  2.289
H  1.600  2.586  2.048
H  1.734  1.192  2.955
C  -3.620  1.227  0.630
C  -3.785  -0.240  0.004
C  -2.590  -0.327  -0.858
O  -1.531  0.463  -0.196
C  -2.176  1.640  0.262
H  -3.809  1.186  1.703
H  -4.348  1.952  0.267
H  -4.756  -0.336  -0.483
H  -3.626  -0.919  0.842
H  -2.680  0.022  -1.886
H  -2.300  -1.374  -0.942
H  -2.062  2.357  -0.552
H  -1.679  2.107  1.112

The relative energy (zero: lowest compared OMol25 entry of this formula, charge and spin) is 7.830 eV. The calculation puts the electronic energy at -20132.79590 eV. For the HOMO-LUMO gap, the calculation gives 5.731 eV. Its charge is 0. As for the spin multiplicity: 1.

(2)
Density functional theory data (the ωB97M-V functional and the def2-TZVPD basis) for a single C4H7N3S molecule at a distorted geometry.

CARTESIAN COORDINATES (ANGSTROEM)
C  -2.001  0.325  -0.020
C  0.332  -0.131  0.033
C  1.909  1.563  0.031
C  -1.215  -2.028  0.043
N  -2.832  1.119  -0.036
N  0.527  1.186  0.042
N  -0.988  -0.548  0.109
S  1.539  -1.343  -0.061
H  1.989  2.320  0.762
H  2.637  0.745  0.100
H  2.128  2.180  -0.830
H  -0.413  -2.560  -0.574
H  -1.186  -2.443  1.197
H  -2.260  -2.147  -0.365
H  -0.166  1.762  -0.430

The relative energy (zero: lowest compared OMol25 entry of this formula, charge and spin) is 1.010 eV. The calculation puts the electronic energy at -19561.99221 eV. For the HOMO-LUMO gap (alpha / beta), the calculation gives 5.731 / 6.691 eV. As for the expectation value of S²: 2.0065. Its charge is 0. As for the spin multiplicity: 3.

Which of these has the highest relative energy (zero: lowest compared OMol25 entry of this formula, charge and spin)?
C13H26NO2Rb